{
  "formula": "C2H2Co",
  "method": "the ωB97M-V functional and the def2-TZVPD basis",
  "homo_ev": [-18.8, -24.9],
  "molar_mass_g_mol": 84.971,
  "s2": 8.7710,
  "charge": 2,
  "homo_lumo_gap_ev": [7.033, 8.564],
  "energy_ha": -1459.03075,
  "spin_multiplicity": 6,
  "symbols": ["H", "C", "C", "H", "Co"],
  "xyz": [[0.492196, 1.041412, -0.139686], [0.386257, 0.026129, 0.535578], [0.380791, -0.284391, -0.659416], [0.111992, -0.570399, -1.668918], [-1.371236, -0.212751, 1.932443]],
  "forces_ev_per_a": [[0.138, 0.452, 0.320], [-0.376, 1.650, 5.319], [0.840, -2.007, -5.940], [-0.270, -0.072, -0.340], [-0.333, -0.023, 0.640]],
  "lowdin_spin": [0.03, 0.79, 0.68, 0.02, 3.47]
}